Record 1
The following is a DFT calculation (ωB97M-V/def2-TZVPD) of 14 unconnected molecules or ions with the total composition C28H84O14 at a distorted geometry.

Element x y z (Å)
C (-1.939, -5.107, -0.684)
C (-1.538, -6.617, -0.828)
C (-0.640, -6.942, 0.391)
O (-2.721, -7.437, -0.746)
H (-2.493, -4.603, -1.476)
H (-1.019, -4.529, -0.591)
H (-2.433, -4.919, 0.269)
H (-1.054, -6.989, -1.731)
H (-0.436, -8.012, 0.439)
H (-1.141, -6.556, 1.278)
H (0.316, -6.437, 0.250)
H (-2.583, -8.302, -0.354)
C (0.115, -1.048, 3.814)
C (-0.417, -2.358, 3.352)
C (-0.878, -2.320, 1.871)
O (0.576, -3.332, 3.431)
H (0.920, -0.688, 3.174)
H (0.479, -1.139, 4.838)
H (-0.700, -0.339, 3.961)
H (-1.224, -2.663, 4.018)
H (-0.085, -1.956, 1.217)
H (-1.800, -1.760, 1.721)
H (-1.050, -3.351, 1.560)
H (0.174, -4.121, 3.802)
C (0.050, 1.840, -4.186)
C (0.656, 0.442, -4.452)
C (-0.247, -0.823, -4.356)
O (1.101, 0.541, -5.721)
H (-0.102, 2.032, -3.123)
H (-0.730, 1.966, -4.937)
H (0.767, 2.645, -4.342)
H (1.496, 0.331, -3.767)
H (0.285, -1.769, -4.456)
H (-1.019, -0.950, -5.114)
H (-0.762, -0.940, -3.402)
H (2.061, 0.509, -5.745)
C (5.760, 0.456, -5.274)
C (4.633, -0.271, -5.867)
C (4.022, -1.197, -4.921)
O (3.663, 0.586, -6.440)
H (6.344, 0.959, -6.045)
H (6.361, -0.218, -4.663)
H (5.449, 1.296, -4.653)
H (5.162, -0.845, -6.628)
H (3.826, -0.619, -4.018)
H (4.560, -2.141, -4.827)
H (3.060, -1.624, -5.206)
H (4.122, 1.056, -7.140)
C (-5.159, 4.285, -1.593)
C (-4.210, 5.116, -0.703)
C (-4.839, 5.958, 0.413)
O (-3.375, 4.077, -0.161)
H (-5.808, 3.660, -0.979)
H (-4.634, 3.652, -2.309)
H (-5.843, 4.923, -2.152)
H (-3.682, 5.650, -1.493)
H (-5.415, 6.795, 0.018)
H (-4.118, 6.465, 1.054)
H (-5.462, 5.355, 1.073)
H (-3.384, 3.465, -0.900)
C (4.598, -2.307, 4.077)
C (4.773, -1.637, 5.419)
C (6.269, -1.332, 5.747)
O (4.147, -0.410, 5.625)
H (4.460, -3.369, 4.281)
H (5.479, -2.154, 3.454)
H (3.707, -1.925, 3.579)
H (4.391, -2.364, 6.137)
H (6.442, -0.743, 6.648)
H (6.800, -0.988, 4.859)
H (6.854, -2.190, 6.077)
H (4.142, -0.064, 6.521)
C (-3.853, -0.196, -3.378)
C (-4.012, 0.163, -1.936)
C (-3.394, -0.982, -1.100)
O (-3.191, 1.299, -1.802)
H (-3.964, -1.251, -3.628)
H (-2.871, 0.084, -3.759)
H (-4.509, 0.490, -3.914)
H (-5.003, 0.544, -1.689)
H (-3.857, -1.949, -1.294)
H (-3.331, -0.757, -0.036)
H (-2.337, -1.083, -1.347)
H (-2.509, 1.040, -1.179)
C (0.030, 0.734, 0.235)
O (-1.369, 0.792, 0.273)
H (0.470, 0.230, -0.625)
H (0.282, 1.794, 0.202)
H (0.528, 0.304, 1.104)
H (-1.555, 1.160, 1.140)
C (-3.923, 3.237, 3.388)
O (-3.297, 2.616, 2.296)
H (-4.015, 2.695, 4.330)
H (-3.347, 4.136, 3.606)
H (-4.948, 3.506, 3.134)
H (-3.539, 3.083, 1.492)
C (-0.057, 4.108, 2.335)
O (-0.199, 4.633, 1.041)
H (-0.927, 4.541, 2.828)
H (-0.098, 3.019, 2.366)
H (0.758, 4.642, 2.825)
H (-1.015, 4.343, 0.626)
C (-6.456, 1.022, 0.920)
O (-7.416, 2.072, 0.936)
H (-5.547, 1.625, 0.914)
H (-6.565, 0.382, 1.795)
H (-6.557, 0.341, 0.075)
H (-7.962, 1.805, 0.192)
C (4.871, 0.636, 2.091)
O (5.046, 1.091, 3.442)
H (5.712, 0.017, 1.779)
H (3.921, 0.150, 1.866)
H (4.900, 1.559, 1.513)
H (4.972, 0.377, 4.079)
C (2.818, 3.179, -0.061)
O (2.238, 4.465, -0.161)
H (3.894, 3.113, -0.222)
H (2.631, 2.821, 0.951)
H (2.422, 2.508, -0.824)
H (1.313, 4.421, 0.094)
C (3.572, -3.197, 0.573)
O (2.883, -4.275, 1.126)
H (3.944, -3.512, -0.402)
H (2.768, -2.477, 0.417)
H (4.334, -2.906, 1.296)
H (2.234, -3.851, 1.692)

Forces on atoms 1 to 2 (eV/Å):
0.9 -0.5 -0.4
-0.6 -0.5 1.6

As for the HOMO energy: -9.29 eV. Its net charge is 0. As for the relative energy (zero: lowest compared OMol25 entry of this formula, charge and spin): 117.8 kcal/mol.

=====

Record 2
The following is a DFT calculation (ωB97M-V/def2-TZVPD) of 4 unconnected molecules or ions with the total composition C4H14O4 at a distorted geometry.

Element x y z (Å)
C (0.499, 0.494, 2.788)
C (-0.008, 0.281, 1.313)
C (0.091, -1.324, 1.243)
C (1.029, 0.780, 0.290)
O (-0.478, 0.694, 3.484)
H (1.534, 0.410, 3.035)
H (-1.074, 0.521, 1.086)
H (-0.199, -1.539, 0.240)
H (-0.613, -1.716, 1.960)
H (1.121, -1.564, 1.365)
H (1.027, 0.120, -0.642)
H (2.038, 0.497, 0.531)
H (0.727, 1.791, 0.144)
H (1.000, -1.118, -2.873)
H (0.986, -1.215, -1.323)
O (1.045, -1.726, -2.156)
H (-1.184, -0.884, -2.188)
H (-2.198, -0.668, -1.047)
O (-1.705, -0.242, -1.751)
H (-1.588, 1.503, -1.698)
H (-1.058, 2.683, -2.325)
O (-0.989, 2.223, -1.475)

Forces on atoms 1 to 2 (eV/Å):
-4.3 0.5 -0.5
0.9 -2.6 -1.6

As for the HOMO energy (alpha / beta): -14.19 / -14.19 eV. Its net charge is +1. As for the relative energy (zero: lowest compared OMol25 entry of this formula, charge and spin): 41.4 kcal/mol. Its multiplicity is 2.

=====

Record 3
The following is a DFT calculation (ωB97M-V/def2-TZVPD) of a gas-phase ion, C6H9O3P (charge -2) at a distorted geometry.

Element x y z (Å)
C (1.360, -1.118, -0.010)
C (1.233, 0.056, -1.012)
C (-0.091, -1.243, 0.639)
C (1.061, 1.909, 0.627)
C (0.257, 1.025, -0.315)
C (-0.727, 0.075, 0.269)
O (-3.072, -0.970, 0.980)
O (-3.216, 1.388, -0.073)
O (-2.297, -0.745, -1.373)
P (-2.580, 0.009, -0.056)
H (1.547, -2.136, -0.390)
H (2.190, -0.767, 0.580)
H (2.097, 0.664, -1.171)
H (0.879, -0.426, -1.849)
H (-0.546, -2.156, 0.187)
H (-0.120, -1.240, 1.691)
H (1.705, 1.244, 1.139)
H (0.410, 2.640, 1.258)
H (-0.090, 1.791, -1.121)

Forces on atoms 1 to 2 (eV/Å):
-0.4 0.1 0.4
-0.3 -0.4 2.0

As for the HOMO energy (alpha / beta): 0.73 / 0.73 eV. Its net charge is -2. As for the relative energy (zero: lowest compared OMol25 entry of this formula, charge and spin): 54.6 kcal/mol.

=====

Record 4
The following is a DFT calculation (ωB97M-V/def2-TZVPD) of a molecular structure, C5H9NO3 at a distorted geometry.

Element x y z (Å)
O (1.880, 2.078, -0.410)
C (1.862, 0.947, 0.446)
C (1.241, -0.215, -0.281)
C (-0.233, -0.219, -0.581)
C (-0.899, -1.505, -0.353)
N (-2.186, -1.513, -0.135)
C (1.998, -1.222, -0.678)
O (2.651, -2.129, -1.006)
H (1.938, 2.875, 0.125)
H (1.255, 1.166, 1.340)
H (2.879, 0.690, 0.782)
H (-0.471, 0.157, -1.584)
H (-0.323, -2.292, 0.155)
H (-2.504, -2.340, 0.363)
H (-2.742, 0.001, 0.598)
H (-0.929, 0.708, 0.112)
O (-2.458, 1.145, 0.870)
H (-2.958, 1.667, 0.236)

Forces on atoms 1 to 2 (eV/Å):
0.0 0.1 -0.2
0.0 -0.3 0.3

As for the HOMO energy: -8.79 eV. Its net charge is 0. As for the relative energy (zero: lowest compared OMol25 entry of this formula, charge and spin): 108.5 kcal/mol.

=====

Record 5
The following is a DFT calculation (ωB97M-V/def2-TZVPD) of 2 unconnected molecules or ions with the total composition C5H11O3 at a distorted geometry.

Element x y z (Å)
C (0.273, 1.255, 1.572)
C (0.362, 0.317, 2.795)
C (1.491, 0.986, 0.539)
O (-1.063, 1.006, 0.960)
H (0.186, 2.309, 1.750)
H (1.311, -0.129, 2.642)
H (2.471, 1.205, 0.864)
H (1.477, 0.029, 0.224)
H (1.387, 1.576, -0.399)
H (-0.903, 0.449, 0.187)
H (-0.681, -0.265, 2.880)
H (0.437, 0.783, 3.957)
C (-1.281, -1.657, -3.035)
C (-0.486, -1.055, -1.852)
O (-1.130, -0.966, -0.831)
O (0.684, -0.558, -2.023)
H (-1.487, -0.887, -3.893)
H (-2.337, -1.964, -2.733)
H (-0.711, -2.431, -3.605)

Forces on atoms 1 to 2 (eV/Å):
-0.9 -0.6 -1.6
-2.3 1.5 3.0

As for the HOMO energy: -4.33 eV. Its net charge is -1. As for the relative energy (zero: lowest compared OMol25 entry of this formula, charge and spin): 48.3 kcal/mol.